Entry 1:
20
Properties=species:S:1:pos:R:3:mulliken_charge:R:1 method="wB97M-V/def2-TZVPD" homo_lumo_gap_ev=8.45 lumo_ev=0.3 fmax_ev_per_a=8.792 de_lowest_ev=2.1066 smiles="CCP/N=C(/C)SC" energy_ha=-991.88829
C 0.9728 -1.9507 -0.5972 -0.950
C 1.5580 -0.9790 0.4015 -0.510
P 0.9175 0.7001 0.0510 -0.124
N -0.4468 0.3339 0.9011 -0.269
C -1.8261 0.6449 0.5107 0.534
C -2.6991 0.4513 1.6488 -1.156
S -2.5728 1.3644 -0.9261 -0.015
C -1.1594 1.6559 -2.0171 -0.782
H 1.6599 -2.0300 -1.5478 0.233
H 1.0951 -2.9358 -0.1206 0.347
H -0.1242 -1.7751 -0.8312 0.237
H 2.7301 -1.0258 0.3256 0.330
H 1.3155 -1.4658 1.3760 0.340
H 1.7091 1.1183 1.1079 -0.006
H -3.4218 1.3414 1.7952 0.299
H -3.3244 -0.5202 1.7321 0.231
H -2.1067 0.4129 2.4771 0.394
H -0.6559 2.7219 -1.7333 0.272
H -1.6308 1.7679 -3.0755 0.305
H -0.4377 0.8983 -1.9654 0.290

---

Entry 2:
19
Properties=species:S:1:pos:R:3:mulliken_charge:R:1 method="wB97M-V/def2-TZVPD" total_charge=-1 homo_lumo_gap_ev=5.82 lumo_ev=3.5 fmax_ev_per_a=1.220 de_lowest_ev=0.3820 smiles=CCNCCC[S-] energy_ha=-650.66177
C -0.8367 0.5930 3.6047 -1.255
C -0.6597 1.0237 2.1500 -0.330
N -0.9473 -0.0755 1.2460 -0.353
C -1.3709 0.3013 -0.1127 -0.619
C -0.5739 -0.4306 -1.1900 -0.701
C 0.9398 -0.2460 -1.0963 -0.628
S 1.8289 -0.6483 -2.6139 -0.633
H -1.7645 0.0219 3.6462 0.349
H -0.0620 -0.1424 3.8678 0.272
H -0.7286 1.4414 4.2739 0.374
H 0.3302 1.4623 1.9889 0.293
H -1.3807 1.8246 1.9297 0.390
H -0.1128 -0.6412 1.1423 0.235
H -2.4551 0.1805 -0.1819 0.286
H -1.1464 1.3605 -0.2710 0.358
H -0.8760 -1.4814 -1.2283 0.279
H -0.8886 -0.0298 -2.1523 0.344
H 1.3397 -0.8156 -0.2424 0.188
H 1.0981 0.7938 -0.7712 0.151

---

Entry 3:
19
Properties=species:S:1:pos:R:3:mulliken_charge:R:1 method="wB97M-V/def2-TZVPD" total_charge=-1 homo_lumo_gap_ev=5.76 lumo_ev=3.5 fmax_ev_per_a=2.392 de_lowest_ev=0.6640 smiles=CCNCCC[S-] energy_ha=-650.65141
C -0.6104 2.3710 1.8200 -1.020
C -1.8940 1.6258 1.3319 -0.591
N -1.6353 0.4073 0.5777 -0.400
C -0.9956 0.5714 -0.7429 -0.195
C -0.2570 -0.6757 -1.1511 -1.001
C 1.1614 -0.7323 -0.4557 -0.578
S 2.1384 -2.1678 -0.9210 -0.630
H -0.0066 1.6828 2.3912 0.263
H -0.1819 2.9214 0.9941 0.310
H -0.9532 3.1490 2.5240 0.392
H -2.5338 2.2833 0.7529 0.302
H -2.4673 1.2337 2.1827 0.369
H -1.1520 -0.3532 1.0263 0.305
H -1.7386 0.9923 -1.4271 0.317
H -0.2511 1.3938 -0.7434 0.173
H -0.7903 -1.5786 -0.8366 0.335
H 0.0199 -0.7867 -2.1982 0.337
H 1.0015 -0.5138 0.6126 0.131
H 1.6501 0.1818 -0.8176 0.181

---

Entry 4:
19
Properties=species:S:1:pos:R:3:mulliken_charge:R:1 method="wB97M-V/def2-TZVPD" total_charge=+1 homo_lumo_gap_ev=8.26 lumo_ev=-4.2 fmax_ev_per_a=4.337 de_lowest_ev=2.0412 energy_ha=-650.33973
C 0.4968 0.4511 -2.5233 -0.141
C 1.0006 0.7416 -1.3538 -0.148
C -0.7334 -0.4495 2.0079 0.287
C 1.0012 -0.7657 -3.2374 -1.138
C -1.5732 -1.2694 2.9676 -1.037
N -0.7064 0.8124 2.0187 -0.183
S 0.4775 2.2007 -0.5902 -0.369
H -0.1818 1.0116 -3.1332 0.376
H 1.6370 0.0270 -0.8464 0.407
H 0.3442 -1.5795 -3.1176 0.313
H 2.0868 -0.9502 -2.9954 0.334
H 0.9499 -0.5009 -4.3280 0.320
H -1.4953 -2.2973 2.7191 0.322
H -2.5797 -0.9182 3.2052 0.368
H -0.8968 -1.1511 3.8563 0.335
H -1.4139 1.3928 2.5923 0.279
H 0.1428 -0.6915 1.4093 0.365
H -0.1437 1.4055 1.2583 0.095
H 1.5872 2.5306 0.0906 0.214

---

Entry 5:
19
Properties=species:S:1:pos:R:3:mulliken_charge:R:1 method="wB97M-V/def2-TZVPD" total_charge=+1 homo_lumo_gap_ev="7.12 / 7.12" lumo_ev="-7.1 / -7.1" fmax_ev_per_a=3.778 de_lowest_ev=4.5634 energy_ha=-650.24704
C 0.0802 -1.9057 0.7160 -0.281
C 0.8458 1.0171 -1.1602 -1.477
C 2.3149 -0.0804 0.5655 -1.595
C -3.0594 0.5643 0.0106 -0.740
C 0.8030 0.3908 0.2713 0.468
N -0.0436 -0.7152 0.2880 -0.224
S -2.1004 -0.4545 -1.1162 0.212
H -0.5531 -2.6524 0.2273 0.264
H 0.9552 -2.4387 1.0161 0.369
H 0.9334 0.1783 -1.8181 0.448
H -0.1226 1.2834 -1.4297 0.404
H 1.4976 1.8245 -1.0827 0.465
H 2.5278 -0.7398 -0.2516 0.508
H 2.4935 -0.4117 1.5994 0.387
H 2.8827 0.7601 0.3856 0.477
H -2.4835 1.3366 0.4359 0.281
H -3.5530 0.0279 0.8067 0.319
H -3.9680 0.9361 -0.5003 0.374
H 0.5494 1.0793 1.0367 0.342

---

Entry 6:
18
Properties=species:S:1:pos:R:3:mulliken_spin:R:1 method="wB97M-V/def2-TZVPD" total_charge=-1 homo_lumo_gap_ev="1.88 / 9.42" lumo_ev="3.2 / 3.1" multiplicity=2 fmax_ev_per_a=2.383 de_lowest_ev=0.9499 s2=0.7503 energy_ha=-272.84507
C -0.0558 -0.3477 1.2780 1.001
C 0.2307 0.8940 0.3909 -0.009
C 0.1237 0.5176 -1.0518 -0.168
C -0.5015 1.3440 -1.8787 0.161
C -0.7301 1.1642 -3.3609 0.052
H -0.7223 -0.1482 2.1442 -0.402
H 0.8825 -0.6041 1.8081 -0.153
H -0.6028 -1.0447 0.6464 -0.099
H 1.1835 1.3486 0.6549 -0.008
H -0.4139 1.7385 0.6714 0.004
H 0.5691 -0.4761 -1.3009 -0.024
H -1.1932 2.1735 -1.5134 0.001
H -0.3906 0.1539 -3.5526 0.006
H -0.1677 1.8334 -4.0480 -0.007
H -1.7848 1.2467 -3.6014 -0.026
H 0.6107 -3.7670 4.3606 -0.467
H 1.6105 -2.6612 4.4927 -0.462
O 1.3523 -3.3655 3.8605 1.600